DFT (ωB97M-V/def2-TZVPD) results for a structure of composition C14H14BiI2N4O4STe.

Values from the calculation:
largest force on an atom: 0.92 eV Å⁻¹
HOMO-LUMO gap: 6.44 eV
energy relative to the best compared isomer or geometry (same formula, charge and spin): 1.968 eV
energy: -69062.4013 eV
charge: -1

Geometry (Å):
Bi  0.680  -1.456  0.271
I  5.880  1.540  3.225
C  3.899  0.872  2.991
C  3.507  -0.333  3.559
C  2.194  -0.731  3.418
I  1.580  -2.623  4.092
C  1.190  0.022  2.723
O  0.003  -0.386  2.562
C  1.686  1.218  2.100
C  0.780  1.889  1.110
N  0.925  1.207  -0.180
C  0.049  1.655  -1.248
C  -1.402  1.346  -0.983
C  -2.405  2.101  -1.586
C  -3.727  1.761  -1.362
C  -4.013  0.684  -0.533
C  -2.951  -0.007  0.024
N  -1.679  0.310  -0.201
C  3.005  1.617  2.238
H  4.215  -0.963  4.080
H  0.998  2.964  1.035
H  -0.253  1.749  1.426
H  1.889  1.201  -0.493
H  0.330  1.102  -2.147
H  0.153  2.730  -1.455
H  -2.147  2.938  -2.223
H  -4.524  2.330  -1.822
H  -5.034  0.393  -0.325
H  -3.118  -0.851  0.685
H  3.339  2.524  1.744
O  2.685  -2.467  -1.685
N  2.015  -1.250  -1.519
Te  2.128  -3.905  -0.295
O  -0.642  -1.888  -3.991
S  0.091  -2.547  -2.903
N  0.601  -1.296  -1.907
C  -2.440  -2.662  -2.098
O  -1.134  -3.204  -1.930
H  -2.921  -2.656  -1.120
H  -3.024  -3.282  -2.782
H  -2.408  -1.647  -2.494

natural (NBO) population analysis, charges in e, atoms 1 to 6: number 1, Bi, carries 1.42; number 2, I, carries 0.08; number 3, C, carries -0.20; number 4, C, carries -0.26; number 5, C, carries -0.27; number 6, I, carries 0.12